This record from the OMol25 dataset describes a single C10H10N2O3 molecule in a non-equilibrium geometry. The level of theory is wB97M-V/def2-TZVPD.

Summary:
HOMO level   -8.640 eV

Last column: Löwdin charge in e.
Geometry (Å):
C -2.491 -2.044 -2.054  -0.10
C -2.263 -2.117 -0.692  -0.09
C -1.703 -1.206 -2.828  -0.08
C -1.252 -1.376 -0.104  -0.04
C -0.688 -0.471 -2.253  -0.03
C -0.437 -0.553 -0.878  -0.30
C 1.533 1.090 1.843  -0.14
C 1.143 -0.136 1.539  -0.04
C 1.503 2.116 0.739  -0.11
C 0.550 1.597 -0.338  -0.21
N 0.657 0.160 -0.407  0.05
N 2.074 1.482 3.110  -0.37
O 2.064 0.671 4.010  0.09
O 2.505 2.612 3.196  0.08
O 1.104 -1.322 2.048  0.14
H -3.281 -2.624 -2.507  0.10
H -2.883 -2.750 -0.074  0.10
H -1.881 -1.124 -3.890  0.10
H -1.135 -1.412 0.969  0.10
H -0.072 0.177 -2.857  0.11
H 1.191 3.090 1.117  0.12
H 2.515 2.219 0.338  0.13
H -0.480 1.910 -0.113  0.13
H 0.830 2.015 -1.311  0.12
H 0.898 -2.008 1.399  0.14

---

This record from the OMol25 dataset describes a molecular structure, C47H78CsF6Ge3N6O12S4SeSi in a non-equilibrium geometry. The level of theory is wB97M-V/def2-TZVPD.

Summary:
Charge   -2
Expectation value of S²   0.757
HOMO level (spin up / spin down)   -2.573 / -2.780 eV
Spin multiplicity   2

Last column: Mulliken spin population.
Geometry (Å):
Cs 0.291 -0.907 -1.309  0.17
F 0.654 -5.820 -2.478  0.00
C 1.912 -5.392 -2.300  0.00
F 2.654 -5.941 -3.271  0.00
F 2.341 -5.890 -1.136  0.00
S 1.906 -3.527 -2.358  0.00
O 1.409 -3.276 -3.678  0.00
O 1.085 -3.179 -1.239  -0.01
N 3.446 -3.239 -2.190  0.00
S 3.771 -1.698 -2.130  0.01
O 2.685 -0.899 -1.638  0.06
O 5.096 -1.447 -1.661  0.00
C 3.898 -1.274 -3.963  0.00
F 4.350 -2.349 -4.631  0.00
F 4.792 -0.293 -4.177  0.00
F 2.756 -0.893 -4.521  0.00
C 2.495 -4.055 3.275  0.00
C 3.310 -2.885 2.712  0.00
C 4.407 -2.514 3.713  0.00
C 3.929 -3.291 1.383  0.00
O 2.422 -1.805 2.454  0.01
Si 2.318 -0.308 3.100  0.03
S 0.757 0.752 2.224  0.17
O 3.806 0.371 2.952  0.01
C 4.381 1.505 3.572  0.00
C 5.073 1.053 4.865  0.00
C 5.403 2.073 2.587  0.00
C 3.337 2.573 3.900  0.01
O 2.148 -0.443 4.753  0.02
C 1.034 -0.679 5.597  0.00
C 0.587 0.670 6.169  0.00
C 1.516 -1.599 6.723  0.00
C -0.130 -1.332 4.855  0.02
H 3.141 -4.916 3.457  0.00
H 1.721 -4.334 2.562  0.00
H 2.020 -3.765 4.213  0.00
H 5.053 -3.376 3.887  0.00
H 3.961 -2.196 4.655  0.00
H 4.999 -1.695 3.312  0.00
H 4.598 -4.144 1.503  0.00
H 4.485 -2.458 0.955  0.00
H 3.135 -3.553 0.691  0.00
H 5.878 0.353 4.639  0.00
H 4.339 0.550 5.493  0.00
H 5.482 1.912 5.400  0.00
H 6.100 1.293 2.281  0.00
H 5.954 2.895 3.046  0.00
H 4.883 2.436 1.701  0.00
H 2.655 2.204 4.664  0.00
H 2.755 2.806 3.010  0.00
H 3.826 3.481 4.258  0.00
H 1.414 1.140 6.704  0.00
H -0.256 0.539 6.850  0.00
H 0.289 1.312 5.339  0.00
H 2.385 -1.161 7.217  0.00
H 1.801 -2.568 6.312  0.00
H 0.726 -1.746 7.461  0.00
H -0.508 -0.641 4.104  0.00
H -0.930 -1.595 5.550  0.00
H 0.214 -2.224 4.333  0.00
N -1.353 -2.292 -3.248  0.00
C -1.947 -1.059 -3.743  0.01
C -3.003 -1.348 -4.843  0.00
C -3.603 -0.208 -5.710  0.00
C -4.165 1.035 -4.986  0.00
N -3.173 1.993 -4.533  0.00
C -2.276 2.570 -5.317  0.00
N -1.263 3.232 -4.781  0.00
N -2.518 2.704 -6.653  0.00
C -0.831 -0.054 -4.123  -0.02
O -0.639 0.247 -5.316  0.00
O -0.243 0.488 -3.143  -0.16
H -0.734 -2.711 -3.932  0.00
H -2.085 -2.953 -3.012  0.00
H -2.462 -0.605 -2.891  0.00
H -3.832 -1.849 -4.330  0.00
H -2.550 -2.049 -5.549  0.00
H -4.421 -0.644 -6.292  0.00
H -2.820 0.114 -6.394  0.00
H -4.719 0.716 -4.102  0.00
H -4.869 1.557 -5.648  0.00
H -2.997 2.008 -3.517  0.00
H -0.817 2.720 -3.996  0.00
H -0.576 3.607 -5.416  0.00
H -3.214 2.087 -7.035  0.00
H -1.690 2.784 -7.220  0.00
C -3.663 -5.219 0.355  0.00
Ge -2.371 -5.758 1.739  0.00
C -0.856 -6.717 0.906  0.00
C -3.222 -7.000 3.069  0.00
C -1.626 -4.197 2.693  0.00
Se -0.685 -2.974 1.436  0.01
C -2.112 -1.687 1.303  0.01
H -4.238 -6.072 -0.004  0.00
H -3.111 -4.794 -0.484  0.00
H -4.354 -4.456 0.709  0.00
H -1.195 -7.526 0.259  0.00
H -0.186 -7.135 1.658  0.00
H -0.289 -6.008 0.304  0.00
H -3.543 -7.922 2.583  0.00
H -4.094 -6.542 3.533  0.00
H -2.513 -7.263 3.854  0.00
H -0.897 -4.519 3.439  0.00
H -2.385 -3.595 3.191  0.00
H -3.031 -2.163 0.975  0.00
H -1.799 -0.955 0.562  0.00
H -2.249 -1.200 2.268  0.00
C 4.406 2.672 -1.772  0.02
Ge 2.606 3.366 -2.322  0.09
C 2.481 2.648 -4.199  0.01
C 3.034 5.330 -2.739  0.04
Ge 0.807 2.552 -0.494  0.34
C 1.307 3.900 0.958  0.05
C 0.456 4.027 2.057  0.03
C 0.755 4.872 3.112  0.00
C 1.927 5.617 3.099  0.01
C 2.788 5.507 2.019  0.00
C 2.477 4.654 0.968  0.01
C -0.760 3.781 -1.002  0.13
C -0.633 4.804 -1.936  -0.05
C -1.673 5.682 -2.204  0.02
C -2.877 5.551 -1.528  0.00
C -3.022 4.541 -0.589  0.00
C -1.978 3.663 -0.337  0.04
H 5.132 2.824 -2.572  0.00
H 4.327 1.601 -1.580  -0.01
H 4.783 3.151 -0.869  0.00
H 3.481 2.400 -4.553  0.00
H 2.051 3.370 -4.898  0.00
H 1.887 1.735 -4.220  0.00
H 4.002 5.382 -3.237  0.00
H 3.073 5.939 -1.837  0.00
H 2.283 5.764 -3.400  0.00
H -0.441 3.423 2.092  0.01
H 0.082 4.944 3.958  0.00
H 2.172 6.267 3.930  0.00
H 3.710 6.078 2.003  0.00
H 3.166 4.568 0.135  0.02
H 0.308 4.925 -2.460  0.04
H -1.546 6.474 -2.934  0.00
H -3.695 6.233 -1.729  0.00
H -3.954 4.446 -0.044  0.00
H -2.113 2.868 0.384  0.00
O -5.966 -2.277 -1.979  0.00
S -5.489 -1.487 -0.865  0.00
O -5.545 -2.147 0.419  0.00
N -4.047 -0.838 -1.166  0.00
C -4.098 0.480 -1.297  -0.01
O -3.143 1.240 -1.532  -0.12
C -5.496 1.036 -1.149  0.00
C -5.892 2.356 -1.283  0.00
C -7.226 2.668 -1.059  0.00
C -8.142 1.680 -0.710  0.00
C -7.743 0.352 -0.605  0.00
C -6.416 0.058 -0.831  0.00
H -5.165 3.111 -1.550  0.00
H -7.562 3.693 -1.146  0.00
H -9.176 1.943 -0.526  0.00
H -8.443 -0.429 -0.343  0.00

---

This record from the OMol25 dataset describes 2 unconnected molecules or ions with the total composition C3H10N2S in a non-equilibrium geometry. The level of theory is wB97M-V/def2-TZVPD.

Summary:
Charge   +1
Expectation value of S²   0.755
HOMO level (spin up / spin down)   -12.936 / -13.926 eV
Spin multiplicity   2

Last column: Mulliken spin population.
Geometry (Å):
C 0.342 0.119 -1.086  -0.01
C -0.707 1.198 -1.527  0.73
S -0.608 2.822 -1.039  0.10
N 0.582 -0.247 0.389  0.04
C -0.677 -0.461 1.034  0.02
N -0.629 -1.097 2.344  0.00
H 0.133 -0.815 -1.569  0.01
H 1.320 0.486 -1.439  0.05
H 2.969 -2.103 -1.202  0.00
H -1.597 0.981 -2.064  0.03
H -0.739 2.678 0.274  0.05
H 2.378 -1.738 -1.033  0.00
H -0.376 0.661 0.857  -0.01
H -1.529 -0.806 0.491  -0.01
H -1.220 -0.610 3.006  0.00
H 0.358 -1.069 2.563  0.00

---

Number 1: electronic energy -722.0956 a.u.. Number 2: electronic energy -14203.1749 a.u.. Number 3: electronic energy -627.4872 a.u..